C2H10O3Rb | ωB97M-V/def2-TZVPD

HOMO-LUMO gap = 9.2 eV
HOMO energy = -0.47577 Eh
Molecular weight = 167.6 g mol⁻¹
Calculated total energy = -331.78815 Eh
Energy relative to the best compared isomer or geometry (same formula, charge and spin) = 23.8 kcal/mol
Total charge = +1
E_LUMO = -0.1375 Ha

CARTESIAN COORDINATES (ANGSTROEM)
Rb -0.9590 1.3877 -0.6407
O 1.6997 -1.5336 0.3770
O -4.0744 3.7705 -1.9597
O -4.5306 -0.4339 0.2722
C 3.8113 -0.3255 0.5750
C 2.9898 -1.6184 0.8586
H -4.9967 -0.8822 -0.4335
H 3.6103 0.1903 -0.3639
H 3.3929 -2.4995 0.3594
H -4.8132 -0.8823 1.0692
H 4.8301 -0.7122 0.5495
H 3.8187 0.3844 1.4022
H 2.9961 -1.8928 1.9135
H -4.0284 3.3339 -2.8103
H 1.2455 -2.3141 0.7029
H -4.9922 4.0276 -1.8712

***

C2H10O4 | ωB97M-V/def2-TZVPD

HOMO-LUMO gap = 10.5 eV
HOMO energy = -0.36250 Eh
Molecular weight = 98.1 g mol⁻¹
Calculated total energy = -383.13683 Eh
Energy relative to the best compared isomer or geometry (same formula, charge and spin) = 11.7 kcal/mol
E_LUMO = 0.0217 Ha

CARTESIAN COORDINATES (ANGSTROEM)
O -23.8572 -13.7429 11.4307
O -30.0611 -12.8712 9.6782
O -26.6514 -14.5223 11.9815
O -29.4804 -14.6346 12.0404
C -24.3120 -14.7959 12.2718
C -25.6256 -14.4892 12.9436
H -23.5509 -15.0329 13.0245
H -30.1747 -15.2963 12.0429
H -29.6370 -14.1052 11.2508
H -24.4233 -15.6602 11.6195
H -29.2408 -13.1992 9.2964
H -27.5078 -14.4232 12.4160
H -30.5647 -12.5338 8.9340
H -25.8163 -15.2095 13.7551
H -23.6069 -13.0102 12.0022
H -25.5687 -13.5024 13.4344

***

C2H10OSi2 | ωB97M-V/def2-TZVPD

HOMO-LUMO gap (spin up / spin down) = 6.5 / 7.3 eV
HOMO energy (spin up / spin down) = -0.25777 / -0.27439 Eh
Molecular weight = 106.3 g mol⁻¹
Calculated total energy = -736.31035 Eh
Energy relative to the best compared isomer or geometry (same formula, charge and spin) = 63.1 kcal/mol
E_LUMO (spin up / spin down) = -0.0191 / -0.0078 Ha

CARTESIAN COORDINATES (ANGSTROEM)
Si -3.5307 -0.2131 0.0184
Si 0.7011 -0.2995 0.2357
O 1.5579 -1.1117 1.5069
C 0.9613 1.6189 0.4700
C 1.3270 -1.0563 -1.3666
H 0.7619 2.0591 1.4571
H 0.2909 2.1191 -0.1761
H -2.7737 -1.3924 -0.5048
H 0.6721 -1.0121 -2.2467
H 1.2303 -0.8505 2.3486
H -2.8495 0.1666 1.2943
H 2.3404 -0.6020 -1.4256
H -4.1612 0.7478 -0.7535
H 1.5389 -2.1577 -1.0808
H 1.9333 1.9839 0.2232

***

> energy relative to the best compared isomer or geometry (same formula, charge and spin) of number 3 (C2H10OSi2)?

63.1 kcal/mol

***

> Among the records above, which one has the highest calculated total energy?

C2H10O3Rb